[1]
Below is an isolated molecule of C21H20N4O3 at a distorted geometry, with properties calculated with the ωB97M-V functional and the def2-TZVPD basis.

XYZ file:
```
48
Properties=species:S:1:pos:R:3:forces:R:3
O -5.559345 4.346529 -1.538672 1.0 -0.3 0.0
O -5.062321 0.041709 -2.369867 0.0 -0.8 -0.3
O -0.402975 3.282724 -1.068328 0.7 3.0 -0.5
N -3.236104 1.125212 -1.622448 0.1 0.8 -0.3
N -0.452185 1.165846 -0.568851 -2.0 0.4 -0.3
N -5.296824 2.222012 -2.137381 1.4 0.2 0.7
N -2.736516 4.731661 -1.010613 -0.8 0.3 -0.5
C 0.272585 1.175005 2.276020 0.3 -1.1 1.0
C 2.344827 -2.507600 0.300537 0.1 -0.1 0.0
C 0.616502 -4.152534 0.019498 -1.3 0.5 0.0
C 2.851088 -4.864115 -0.145964 1.8 0.5 0.0
C 0.319678 0.652053 3.587478 0.2 0.5 -0.5
C 1.957789 -0.441935 1.639023 -0.2 1.0 -1.0
C -1.095692 2.309505 -1.011247 0.1 -2.0 0.9
C 2.058032 -0.907663 2.934985 -0.8 0.5 0.4
C 1.040930 0.600057 1.281693 1.1 -0.7 0.2
C 3.275789 -3.519220 0.039485 -0.5 -0.8 0.3
C 0.953099 1.107140 -0.158944 -0.3 -0.2 0.3
C 1.520301 -5.143423 -0.179315 0.1 -1.3 -0.2
C -3.324531 3.502372 -1.338596 2.0 -0.2 -0.1
C 0.976204 -2.861804 0.294981 0.2 1.4 -0.2
C -4.529704 1.092691 -2.088181 -0.3 -2.3 0.2
C 2.974592 -0.270472 -0.680832 0.1 1.0 -0.3
C -2.563388 2.343578 -1.346201 -0.7 0.2 0.1
C 2.861637 -1.073094 0.589489 -1.1 -1.3 -0.2
C 1.225775 -0.346498 3.925803 0.1 -0.1 -0.9
C 1.612084 0.177237 -1.146023 0.0 -1.0 -1.2
C -4.790362 3.399310 -1.676811 -1.1 2.5 0.6
H 1.432890 2.107954 -0.208891 -0.7 -0.5 -0.1
H -2.709724 0.263428 -1.746808 -0.4 0.4 -0.1
H 0.976530 -0.741986 -1.371908 0.6 1.2 0.5
H -1.023179 0.365433 -0.346910 0.2 -0.1 0.1
H 3.558866 -5.713518 -0.251985 -0.3 1.0 0.0
H -6.307681 2.069918 -2.103526 0.6 0.2 -0.3
H -0.355835 2.007537 2.052320 -0.5 0.4 -0.1
H -0.421790 -4.398865 -0.050497 -0.6 0.0 0.1
H 2.745060 -1.735638 3.118710 -0.2 0.3 0.3
H 3.494428 -0.774769 -1.490615 0.0 -0.5 0.1
H 3.584422 0.627386 -0.503618 -0.1 0.0 0.2
H 0.154697 -2.117856 0.425896 1.0 -0.5 0.1
H -1.685147 4.699529 -0.981792 -1.6 0.2 -0.2
H 4.332631 -3.262349 0.051556 -0.1 -0.2 0.0
H -3.265165 5.629850 -1.203235 1.0 -2.0 0.3
H 1.717454 0.703942 -2.106404 -0.2 -0.1 0.2
H -0.335982 1.083262 4.343588 0.2 -0.1 -0.1
H 1.165161 -6.152058 -0.352317 0.1 0.0 0.0
H 3.850138 -1.175387 0.982684 0.7 -0.2 0.5
H 1.281261 -0.672093 4.943035 0.0 -0.3 0.4
```
Positions in Å, forces in eV/Å.

The calculation puts the LUMO energy at -0.044 eV. The value obtained for the electronic energy is -34206.033 eV. Its SMILES is Nc1c(C(=O)N[C@@H]2CC[C@H](c3ccccc3)c3ccccc32)[nH]c(=O)[nH]c1=O. The orbital gap comes out at 8.11 eV. The HOMO energy comes out at -8.16 eV. The molar mass comes out at 376.4 g mol⁻¹. The maximum force is 3.1 eV Å⁻¹. As for the net charge: 0.

[2]
Below is a structure of composition C21H20N4O5S2 at a distorted geometry, with properties calculated with the ωB97M-V functional and the def2-TZVPD basis.

XYZ file:
```
52
Properties=species:S:1:pos:R:3:forces:R:3
S -1.125882 -3.356799 -2.262302 -1.7 1.7 -3.4
S -0.586144 -5.845222 -0.782035 -0.6 -2.3 -0.7
O -0.806986 -2.606395 3.113246 0.8 -2.5 -2.2
O 0.278747 -1.246782 0.502827 1.9 1.7 2.1
O -2.300777 0.757984 -4.071115 4.4 4.0 3.1
O 1.325255 1.339648 2.422505 -3.6 -1.6 1.2
O 1.991583 -1.561766 2.714548 5.5 -3.0 3.0
N 0.459862 2.727164 -1.883202 7.3 -2.0 7.5
N -0.122225 -3.383035 -0.204474 2.6 0.2 9.0
N 1.118855 0.756258 -0.814043 6.0 4.1 3.7
N -1.184925 2.871633 -3.364900 -3.0 -4.3 -2.0
C -0.297013 3.405673 -2.486265 -2.9 8.1 -6.5
C -0.830791 5.542459 -3.683586 5.2 -2.5 5.5
C -0.818227 -3.875315 2.347031 1.4 4.0 1.5
C -0.496041 0.611207 -2.344193 -1.7 2.4 -1.8
C -1.885472 -2.650621 3.770433 -4.1 -2.7 2.7
C 2.353726 1.763858 0.129914 -9.7 1.9 -0.8
C -0.676262 -1.816263 -1.431474 -5.4 3.3 -16.1
C 0.396176 1.503875 -1.540447 -3.1 -6.6 -2.8
C 2.359835 0.842668 3.175885 -6.5 -11.1 -12.0
C -0.056615 -1.989605 -0.401797 3.1 -5.0 9.6
C 2.114631 -0.527335 3.513067 -4.1 -1.4 8.6
C -1.880363 -4.550489 2.621197 0.1 -9.9 -7.2
C 0.022392 4.870546 -2.640673 -6.7 -1.3 -5.1
C -0.720189 -0.761107 -2.418031 -2.2 1.1 2.6
C 0.054721 -4.064892 1.378960 11.4 2.3 -5.9
C -1.380870 1.360410 -3.332547 -2.3 -2.8 -1.2
C -2.610431 -4.057825 3.480402 -1.4 10.3 7.2
C 1.465275 2.212354 1.467118 8.8 1.6 -2.6
C -1.879004 3.452165 -4.419356 0.3 2.0 2.8
C -0.601687 -4.238377 -1.000195 -0.4 -1.8 -1.3
C -1.605333 4.801687 -4.468629 -4.3 -1.4 -4.7
H 0.577566 -5.036144 1.073709 -1.8 1.2 0.9
H -2.172606 5.358312 -5.264817 0.5 -0.6 0.9
H 2.608587 2.497078 -0.599616 0.1 0.7 0.0
H -3.521426 -4.281375 3.812970 -3.3 -0.9 1.4
H -0.799979 6.546165 -3.912465 0.5 2.2 0.0
H -1.509020 -0.780491 -3.183183 0.6 -1.4 -0.2
H 1.192153 -3.407845 1.539434 -3.5 -1.8 0.2
H 1.512427 -1.367879 2.032726 -5.0 1.5 -6.7
H -2.057156 -1.834778 4.575871 0.2 -1.5 -1.7
H 2.952312 1.030674 0.209244 4.9 -4.9 1.3
H 0.952108 -0.621346 4.231679 2.8 1.0 -1.5
H 2.712464 1.421687 3.667108 6.6 12.3 12.6
H 3.140869 0.728375 2.538847 3.0 -0.4 -2.8
H 2.778810 -0.859988 4.337210 0.1 0.5 -0.5
H 2.229363 3.047356 1.714631 -0.7 -0.6 0.6
H -2.253438 -5.625073 2.020893 1.7 3.4 1.7
H 0.684554 2.784713 1.262242 -4.1 1.6 -1.3
H 1.005966 -0.152783 -0.318292 -1.1 0.1 -0.3
H -2.807583 2.957930 -4.796542 1.6 0.1 -0.1
H 0.698208 5.307650 -2.029513 1.9 1.3 1.8
```
Positions in Å, forces in eV/Å.

The calculation puts the LUMO energy at -1.513 eV. The value obtained for the electronic energy is -59950.436 eV. The orbital gap comes out at 5.90 eV. The HOMO energy comes out at -7.41 eV. The molar mass comes out at 472.5 g mol⁻¹. The maximum force is 18.8 eV Å⁻¹. As for the net charge: 0.

[3]
Below is a cluster of 3 separate species, C21H20N5O6 in total at a distorted geometry, with properties calculated with the ωB97M-V functional and the def2-TZVPD basis.

XYZ file:
```
52
Properties=species:S:1:pos:R:3:forces:R:3
O -3.722586 1.441490 3.334576 0.6 -0.6 0.2
O -1.960350 -5.400588 -1.777319 5.3 2.0 -3.1
O 5.201508 1.685376 -2.014639 -0.1 0.4 -0.5
O 5.593310 2.449064 -4.009917 -0.4 0.0 1.0
O -0.579492 -4.666399 -3.620202 -0.8 1.0 2.0
O -1.977498 0.252012 3.852684 -0.8 0.3 -0.1
N 5.218045 2.586716 -2.851187 0.3 -0.3 -0.5
N 3.015493 -0.572306 -2.188736 -4.1 -0.4 -0.5
N -3.168231 0.546793 3.966551 -0.3 0.0 0.6
N 0.873037 -0.099036 -1.130809 0.5 -3.6 -3.7
N -0.411200 -0.444297 -1.116906 -4.1 0.3 1.2
C 3.832810 6.413937 -1.663206 0.0 0.0 0.0
C -0.490013 -2.279596 -2.976724 3.9 3.2 1.9
C 3.876697 5.374694 -0.736709 0.1 0.0 -0.3
C -1.875583 0.706466 0.994193 4.4 -3.4 -6.0
C -1.140505 -1.372364 -1.890635 1.0 -1.2 -1.6
C -4.136136 -1.924603 6.609370 -0.1 0.2 -0.2
C 1.050920 -1.995323 -3.045343 -4.1 1.1 2.0
C -3.371375 -1.217953 5.686108 0.1 0.0 0.0
C 4.337214 4.118163 -1.119995 0.0 -0.1 0.1
C -1.202055 0.307618 -0.079103 -3.2 0.9 5.5
C -3.973629 -0.216854 4.921180 -0.4 -0.4 0.6
C 0.486054 -5.261455 -1.285199 0.8 -0.4 -0.9
C 4.753384 3.913132 -2.436523 -0.3 0.8 0.3
C 4.721202 4.954169 -3.366209 0.0 0.0 -0.1
C -0.812502 -5.100293 -2.256049 -3.0 -1.8 3.0
C -5.490174 -1.634735 6.761472 0.0 0.0 -0.1
C 1.548819 -0.886034 -2.093999 2.7 0.4 -0.6
C -5.331879 0.072337 5.064364 -0.1 0.1 -0.1
C -1.252552 -3.376901 -3.867896 -0.7 0.0 1.4
C -6.088486 -0.642091 5.988482 0.3 -0.1 0.0
C 4.256364 6.206186 -2.973728 0.0 -0.2 0.2
H 3.295741 -0.709640 -3.174414 0.2 0.3 1.0
H 3.465416 7.391324 -1.362289 0.1 -0.1 0.0
H -7.144860 -0.423173 6.109928 0.2 0.0 -0.1
H -6.082516 -2.184999 7.487477 0.1 0.1 -0.1
H -2.280491 -1.478941 -1.719856 2.3 0.5 0.1
H 1.775113 -2.547915 -3.740987 -1.2 1.0 1.2
H 0.470358 -6.277984 -0.711603 -0.4 2.0 -1.1
H 4.363067 3.316583 -0.388334 0.1 0.0 -0.3
H 1.472304 -5.275849 -1.908070 -1.9 0.2 1.0
H 3.547911 5.544001 0.284076 0.1 -0.1 -0.1
H -2.343656 -3.462661 -3.457865 1.9 0.3 -1.0
H -2.307132 0.805952 2.078170 1.0 0.4 -2.7
H -5.810362 0.845338 4.470983 0.2 -0.1 0.0
H 3.202890 0.387187 -1.850725 0.1 -0.8 -0.3
H 4.221079 7.020805 -3.690719 0.0 -0.2 0.1
H -1.235953 -3.140055 -4.992882 0.2 -0.4 1.9
H -2.317446 -1.454257 5.578129 -0.2 0.2 -0.1
H 5.048109 4.806494 -4.390669 0.0 -0.2 0.2
H -3.676287 -2.700445 7.213896 0.0 0.1 -0.1
H 0.556104 -4.399090 -0.512194 -0.4 -1.4 -1.4
```
Positions in Å, forces in eV/Å.

The calculation puts the LUMO energy at -5.139 eV. The value obtained for the electronic energy is -41816.530 eV. The orbital gap comes out at 6.88 eV. The HOMO energy comes out at -12.02 eV. The molar mass comes out at 438.4 g mol⁻¹. The maximum force is 8.2 eV Å⁻¹. As for the net charge: +1.

[4]
Below is an isolated molecule of C21H20N6O2 at a distorted geometry, with properties calculated with the ωB97M-V functional and the def2-TZVPD basis.

XYZ file:
```
49
Properties=species:S:1:pos:R:3:forces:R:3
O -5.314725 -1.274299 3.150684 -1.0 -0.6 0.4
O 4.791335 -1.223664 -3.422104 1.4 2.1 -0.1
N -1.585908 -0.597767 0.871105 1.7 -0.7 -1.1
N -1.863195 -3.592569 2.694476 -1.5 2.1 1.3
N 0.029694 -2.851230 1.526303 -1.3 0.4 -0.8
N -0.070525 -0.024607 -0.737085 -2.6 1.3 -0.4
N 6.125538 -0.664395 -5.118190 1.0 2.1 -0.4
N 6.729076 1.901234 -3.736442 1.8 -0.6 -1.1
C -0.435647 -0.977382 0.154397 0.3 0.4 2.9
C 1.259120 0.189227 -1.077663 -0.1 1.6 -1.3
C -3.186774 -1.608124 2.451962 0.8 0.7 0.6
C 5.553795 -0.366049 -3.926021 -1.7 -3.8 0.0
C 1.556187 0.432761 -2.414029 -1.6 -0.7 -0.6
C -5.931002 1.375956 2.656237 0.0 -0.3 1.6
C 2.824690 0.775831 -2.733929 0.4 -0.3 -2.3
C 5.904621 0.909626 -3.245231 -1.0 1.5 0.5
C -1.956794 -1.407802 1.817061 0.6 -0.7 -1.9
C 7.423591 2.751110 -4.138701 -0.1 -0.1 0.0
C 5.212248 1.411320 -2.216494 -2.4 -1.4 0.5
C -3.555149 1.516995 3.153566 -1.0 -0.3 0.5
C -4.379497 -0.751101 2.589741 -1.1 0.3 0.8
C -1.222576 -2.652699 2.030328 1.8 -1.5 0.1
C 2.272170 0.373737 -0.149271 -0.5 -0.9 0.3
C -3.003554 -2.846792 3.060215 -0.2 -0.4 -0.5
C -4.333641 1.081748 0.840003 0.5 -0.4 -2.2
C 3.827963 0.959737 -1.848119 2.3 0.3 1.7
C 3.540188 0.747864 -0.515644 -1.0 0.0 0.3
C 0.443412 -2.011845 0.521213 -0.5 0.4 -1.6
C -4.577207 0.752542 2.258707 1.3 1.4 1.2
H 0.827177 0.267120 -3.270170 0.8 0.2 1.5
H -5.992002 2.425106 2.267504 0.1 -1.0 0.2
H -4.531909 2.101995 0.549826 -0.5 0.5 0.3
H 5.964952 -1.530420 -5.658912 0.0 1.1 0.9
H 1.320391 -2.242972 -0.156187 -1.1 0.1 1.4
H -3.534483 2.574458 2.936380 -0.3 0.4 -0.3
H -3.317566 0.961525 0.506299 0.6 -0.4 0.2
H 2.071437 0.068006 0.860229 -0.1 0.3 0.5
H -3.920237 1.415220 4.197939 0.8 -0.1 -0.4
H -6.739608 0.755784 2.286222 -0.3 0.2 0.0
H 3.054866 0.704806 -3.776683 0.2 0.6 -0.5
H 5.558287 2.256606 -1.637872 0.2 0.2 -0.4
H -2.552401 1.189561 3.000808 0.8 -0.5 0.2
H -3.742107 -3.152896 3.761403 -0.3 -1.0 0.3
H 6.573577 0.176062 -5.511432 0.0 -1.3 -0.5
H -4.909115 0.437643 0.170310 -0.2 0.1 0.0
H 0.432859 -3.780346 1.621687 -0.1 0.3 0.2
H 4.205454 0.855845 0.301070 1.1 0.2 0.3
H -0.836561 0.746716 -0.747680 2.3 -1.6 -0.3
H -6.010441 1.440817 3.802184 -0.1 -0.2 -1.7
```
Positions in Å, forces in eV/Å.

The calculation puts the LUMO energy at -0.759 eV. The value obtained for the electronic energy is -35133.112 eV. The orbital gap comes out at 7.12 eV. The HOMO energy comes out at -7.88 eV. The molar mass comes out at 388.4 g mol⁻¹. The maximum force is 4.2 eV Å⁻¹. As for the net charge: 0.